Record 1
ORCA calculation (wB97M-V/def2-TZVPD) on the molecule C3H3NO at a distorted geometry.

As for the energy above the lowest of the compared OMol25 structures with the same formula, charge and spin: 125.7 kJ/mol. Its net charge is 0. Its SMILES is c1cnoc1. The maximum force comes out at 1.11 eV/A. Its total energy is -246.04367 Eh.

CARTESIAN COORDINATES (ANGSTROEM)
1 O -1.28359 -0.35438 0.65260
2 N -0.27613 0.05861 1.49400
3 C 0.74583 0.27200 0.71479
4 C 0.43872 0.08321 -0.64907
5 C -0.84475 -0.36077 -0.61350
6 H 1.05118 0.56362 -1.38347
7 H -1.55660 -0.76969 -1.32179
8 H 1.72534 0.50740 1.10645

Atomic forces in eV per Å
O -0.118 -0.353 -0.048
N 0.407 -0.338 0.064
C -0.073 0.141 0.375
C -0.252 0.443 0.199
C 0.014 0.163 -0.005
H 0.064 -0.767 -0.793
H 0.205 0.413 -0.018
H -0.247 0.298 0.226

Atom charges from the Löwdin analysis, given in e for atoms 1 to 6: -0.056, 0.062, -0.167, -0.063, -0.116, 0.098

Record 2
ORCA calculation (wB97M-V/def2-TZVPD) on a structure of composition C45H48N3O2PPt at a distorted geometry.

As for the energy above the lowest of the compared OMol25 structures with the same formula, charge and spin: 330.1 kJ/mol. Its net charge is +2. The maximum force comes out at 1.76 eV/A. Its total energy is -2518.44354 Eh.

CARTESIAN COORDINATES (ANGSTROEM)
1 Pt -0.27555 -0.38596 0.35691
2 P -2.02264 0.98541 0.04524
3 O 0.10277 -2.28635 1.63432
4 O 1.40594 0.40005 2.45062
5 N 0.54458 0.99541 1.55245
6 N -1.06819 -2.10169 -0.30036
7 N 1.73813 -1.16125 -0.22895
8 C 2.36157 -7.08076 1.72708
9 C -2.15022 -6.75812 1.64094
10 C -3.96181 0.12021 -4.01058
11 C -3.08464 -0.04553 2.36725
12 C 1.49473 -4.80285 0.36857
13 C 4.04326 -0.61316 -0.56588
14 C 6.81564 -1.30280 -0.94106
15 C -0.09820 4.49090 0.93289
16 C -2.62728 -6.90551 -0.80586
17 C -1.44648 2.70061 0.02030
18 C -5.22376 1.73283 2.43924
19 C -2.67876 0.65126 -3.93776
20 C -2.10513 -4.70756 0.19219
21 C -0.32902 -2.99699 0.58251
22 C -2.78853 -6.04150 0.45213
23 C 1.80508 -7.19333 0.46326
24 C 4.39355 -1.95683 -0.63760
25 C 2.72091 -0.26706 -0.36451
26 C -4.27581 -5.80350 0.73940
27 C 2.04649 -2.45965 -0.30166
28 C -4.68103 -0.12859 -2.85196
29 C -4.31348 1.79462 1.40101
30 C 1.36968 -6.06042 -0.21186
31 C 0.40426 2.25697 1.70490
32 C 2.49701 -5.82594 2.30885
33 C -5.06658 0.78170 3.44303
34 C 5.81505 -2.45390 -0.85047
35 C -1.04041 -4.22534 0.93192
36 C -4.00096 -0.10302 3.40769
37 C 0.97384 -3.54614 -0.32321
38 C -0.77919 5.41480 0.15291
39 C -2.11519 0.93384 -2.70532
40 C 5.85804 -3.25840 -2.15917
41 C 3.35078 -2.87098 -0.50856
42 C -2.84014 0.69642 -1.53542
43 C -2.56075 -3.85817 -0.80531
44 C -3.24276 0.89786 1.36116
45 C -4.12314 0.15562 -1.61105
46 C -1.78646 4.98428 -0.69328
47 C -0.40625 3.13255 0.86299
48 C -2.07789 -2.52403 -0.98172
49 C 2.07486 -4.69485 1.63267
50 C -2.12156 3.63691 -0.75035
51 C 0.62926 -3.77797 -1.79000
52 C 6.20298 -3.35959 0.32504
53 H -0.63641 -4.76760 1.77288
54 H 0.68798 4.82358 1.59620
55 H -2.32458 5.69375 -1.30448
56 H 2.42729 0.77264 -0.29940
57 H 6.21381 -2.80559 1.26312
58 H 2.18103 -3.72316 2.09094
59 H -0.22363 -4.44486 -1.92020
60 H 6.80698 -0.68236 -0.04460
61 H 6.87804 -3.58695 -2.34837
62 H -6.05140 2.42578 2.47273
63 H -4.40112 -0.09542 -4.97384
64 H 1.47938 -4.24342 -2.28681
65 H -4.78724 -5.33433 -0.09989
66 H -4.43681 2.54298 0.62926
67 H 1.71220 -8.16224 -0.00534
68 H 0.94485 -6.18000 -1.19847
69 H -0.52251 6.46140 0.21041
70 H -1.11370 1.34276 -2.65190
71 H -2.26857 -6.19652 2.56802
72 H -3.38669 -4.16545 -1.43282
73 H -2.91979 3.31991 -1.40986
74 H 1.18702 -0.55320 2.42138
75 H 4.77759 0.17089 -0.65852
76 H -2.63790 -7.72112 1.78252
77 H -2.12119 0.84758 -4.84213
78 H 5.52327 -4.20289 0.43345
79 H -4.76852 -6.75578 0.92441
80 H 5.23026 -4.14673 -2.11062
81 H 6.62782 -0.66881 -1.80743
82 H -3.09193 -7.87516 -0.64178
83 H -3.87465 -0.83375 4.19374
84 H -2.24041 -0.73271 2.34434
85 H -3.10702 -6.45920 -1.67621
86 H 0.42132 -2.83694 -2.29748
87 H 7.82115 -1.70792 -1.04582
88 H 5.53588 -2.65467 -3.00661
89 H 7.20180 -3.75992 0.15874
90 H -1.08966 -6.94845 1.47904
91 H -2.58073 -1.83269 -1.64915
92 H 2.93955 -5.72787 3.28927
93 H 2.70059 -7.96165 2.25248
94 H 3.55724 -3.93049 -0.56784
95 H -5.77516 0.73961 4.25684
96 H -4.68815 -0.04074 -0.71006
97 H 0.97722 2.70456 2.51338
98 H -1.57540 -7.07252 -1.03801
99 H -5.68037 -0.53587 -2.91076
100 H -4.41432 -5.17687 1.62078

Atomic forces in eV per Å
Pt -0.570 0.975 -0.679
P 0.451 -0.324 0.176
O 0.300 -0.557 0.193
O -0.045 0.077 0.103
N -0.090 0.097 -0.202
N 0.034 -0.123 0.008
N 0.067 0.003 0.060
C 0.002 0.018 -0.015
C -0.056 -0.017 -0.022
C 0.014 -0.007 0.002
C 0.090 -0.235 0.100
C -0.043 -0.049 0.087
C -0.134 0.007 0.023
C -0.016 -0.019 -0.009
C -0.082 -0.053 -0.079
C 0.013 -0.008 0.029
C -0.046 0.047 0.022
C 0.026 -0.061 0.032
C 0.005 -0.006 0.028
C -0.127 -0.059 -0.079
C -0.503 0.868 1.447
C 0.018 -0.036 0.053
C 0.026 -0.006 0.078
C -0.014 0.074 -0.017
C 0.206 0.050 -0.062
C 0.027 0.001 0.026
C 0.012 0.105 0.067
C 0.024 -0.004 0.047
C -0.016 -0.025 0.035
C -0.025 0.037 -0.009
C 0.192 -0.274 0.051
C -0.001 -0.059 -0.033
C 0.022 0.024 -0.050
C -0.017 0.041 -0.045
C 0.056 -0.215 -0.548
C -0.035 -0.007 0.034
C 0.343 -0.415 -0.515
C -0.006 -0.121 0.014
C -0.022 -0.047 -0.026
C 0.017 0.024 0.059
C 0.034 -0.084 -0.018
C -0.050 -0.034 0.029
C 0.043 0.026 0.043
C -0.066 0.159 -0.152
C 0.022 0.111 -0.017
C 0.054 0.026 0.038
C -0.020 0.018 -0.033
C 0.191 0.024 -0.207
C -0.040 -0.048 -0.009
C -0.011 0.005 -0.029
C -0.099 0.012 0.001
C 0.028 0.008 -0.009
H 0.063 -0.037 0.035
H 0.047 0.017 0.040
H -0.021 0.044 -0.031
H 0.034 -0.008 -0.010
H -0.011 0.038 0.051
H -0.009 0.076 0.028
H -0.061 -0.040 -0.046
H -0.001 0.010 0.046
H 0.067 -0.027 -0.010
H -0.044 0.035 0.006
H -0.020 -0.004 -0.047
H 0.024 -0.019 0.006
H -0.046 0.038 -0.073
H 0.016 0.037 -0.055
H 0.003 -0.060 -0.026
H -0.025 0.005 -0.037
H 0.015 0.067 0.004
H 0.036 0.011 0.014
H -0.011 0.047 0.056
H -0.062 -0.006 -0.051
H -0.002 0.001 0.021
H -0.002 -0.004 -0.011
H 0.034 0.036 0.002
H -0.018 -0.016 0.002
H 0.022 0.007 -0.041
H -0.050 -0.075 0.012
H -0.020 -0.055 0.009
H -0.055 -0.061 0.005
H -0.022 0.042 -0.044
H -0.033 -0.067 0.010
H -0.004 -0.020 0.038
H -0.099 0.090 0.014
H -0.036 0.048 -0.069
H 0.009 -0.002 0.001
H 0.014 -0.015 -0.012
H -0.017 0.051 -0.047
H 0.051 -0.015 -0.001
H 0.102 -0.029 -0.023
H -0.013 -0.078 0.013
H 0.029 -0.003 0.058
H 0.011 -0.044 0.021
H 0.006 0.040 -0.004
H -0.046 -0.004 0.051
H -0.031 0.028 0.067
H -0.031 -0.023 -0.022
H 0.065 -0.012 -0.004
H -0.041 -0.010 0.002
H 0.004 0.022 0.033

Atom charges from the Löwdin analysis, given in e for atoms 1 to 6: 1.121, 0.929, -0.209, 0.005, -0.221, -0.032

Record 3
ORCA calculation (wB97M-V/def2-TZVPD) on a cluster of 2 separate species, C5H8O2S in total at a distorted geometry.

As for the energy above the lowest of the compared OMol25 structures with the same formula, charge and spin: 573.3 kJ/mol. Its net charge is 0. The maximum force comes out at 5.42 eV/A. Its total energy is -743.76902 Eh.

CARTESIAN COORDINATES (ANGSTROEM)
1 S -2.68220 0.06526 0.79575
2 O -1.40689 1.66171 -1.65390
3 O -0.65849 -0.66981 2.44491
4 C 0.89722 -1.39903 0.72427
5 C 1.06149 -0.83319 -0.66351
6 C -0.73293 2.73837 -1.23245
7 C 0.21961 -0.21230 1.33172
8 C -1.20997 -0.12162 1.33356
9 H 0.38361 2.54284 -1.35825
10 H 0.83953 0.63698 1.30524
11 H 0.18455 -0.80360 -1.31122
12 H 1.80658 -1.74577 1.11974
13 H 1.53177 0.08088 -0.58030
14 H -2.36929 1.68846 -1.56822
15 H 1.86234 -1.44636 -1.32119
16 H 0.27307 -2.18282 0.63384

Atomic forces in eV per Å
S -0.668 0.225 -0.194
O 2.449 0.664 -0.062
O -0.409 1.885 -0.013
C -0.123 2.983 -2.061
C 2.557 -3.574 -3.168
C -1.367 -0.650 -0.157
C -0.190 -2.512 0.404
C 0.445 -1.432 1.030
H -0.983 -0.648 -0.294
H 0.473 1.369 1.141
H -0.178 0.224 0.527
H 1.226 0.150 0.959
H 0.737 2.340 -0.232
H 0.081 0.684 0.423
H -1.720 1.059 1.458
H -2.330 -2.766 0.237

Atom charges from the Löwdin analysis, given in e for atoms 1 to 6: 0.792, -0.142, 0.042, -0.178, -0.106, 0.012

Record 4
ORCA calculation (wB97M-V/def2-TZVPD) on a cluster of 2 separate species, CH3OPS in total at a distorted geometry.

As for the energy above the lowest of the compared OMol25 structures with the same formula, charge and spin: 137.6 kJ/mol. Its net charge is 0. Its SMILES is O=C=P.S. The maximum force comes out at 2.33 eV/A. Its total energy is -854.62084 Eh.

CARTESIAN COORDINATES (ANGSTROEM)
1 S -2.89376 0.39103 -0.38901
2 P 2.88174 -0.14434 -0.37386
3 O 0.13992 0.06325 0.19211
4 C 1.27535 -0.08193 -0.04093
5 H -1.51699 0.36885 -0.27136
6 H -3.01912 0.82285 0.82610
7 H 3.13286 -1.41971 0.05694

Atomic forces in eV per Å
S 0.925 -0.368 -1.133
P 1.176 1.536 -0.896
O 2.269 -0.167 -0.176
C -2.115 -0.484 0.842
H -1.634 0.049 -0.305
H -0.202 0.434 1.212
H -0.419 -1.000 0.455

Atom charges from the Löwdin analysis, given in e for atoms 1 to 6: 0.487, 0.787, 0.016, -0.637, -0.235, -0.260